(i)
{
  "formula": "O5S2",
  "method": "the ωB97M-V functional and the def2-TZVPD basis",
  "species": ["O", "O", "O", "O", "O", "S", "S"],
  "coordinates": [[-1.4936, -1.1301, 1.0757], [-1.4044, -0.7395, -1.3268], [2.1293, -0.9830, 0.4274], [2.1045, 1.2235, -0.8357], [-1.8776, 1.5129, 0.2914], [1.5392, 0.3583, 0.3621], [-0.9974, -0.2421, 0.0059]],
  "charge": -2,
  "e_homo_ev": [0.4895, 0.4885],
  "homo_lumo_gap_ev": [5.7, 5.7]
}


(ii)
{
  "formula": "O5S2",
  "method": "the ωB97M-V functional and the def2-TZVPD basis",
  "species": ["O", "O", "O", "O", "O", "S", "S"],
  "coordinates": [[2.4207, -0.5964, 0.7685], [-2.3475, -1.2627, -0.4052], [-0.0491, -0.3756, 0.2094], [-2.0621, 0.9686, 0.7567], [1.7295, 0.9236, -1.1192], [1.4812, 0.4720, 0.2675], [-1.5928, 0.0887, -0.3774]],
  "charge": -2,
  "e_homo_ev": -0.0098,
  "homo_lumo_gap_ev": 6.6
}


Stability, highest: (ii)


(i)
{
  "formula": "C2H4N4",
  "method": "the ωB97M-V functional and the def2-TZVPD basis",
  "species": ["C", "C", "N", "N", "N", "N", "H", "H", "H", "H"],
  "coordinates": [[0.8476, -1.5037, 0.5603], [-1.0467, 1.3098, -0.1286], [-3.1154, -1.3990, -0.1190], [-2.4067, -0.5611, -0.0576], [1.3535, -1.8172, -0.4280], [-1.3392, 0.0972, 0.1443], [0.7233, -1.3746, 1.6122], [-1.6086, 2.1056, -0.7974], [-0.1820, 1.6153, 0.3253], [1.5248, -2.0142, -1.4151]],
  "charge": 2,
  "e_homo_ev": -21.9995,
  "homo_lumo_gap_ev": 10.9
}


(ii)
{
  "formula": "C2H4N4",
  "method": "the ωB97M-V functional and the def2-TZVPD basis",
  "species": ["C", "C", "N", "N", "N", "N", "H", "H", "H", "H"],
  "coordinates": [[1.5525, 0.7333, 0.0650], [-0.3383, -0.3833, 0.0249], [1.7417, -0.5945, 0.0067], [0.6756, -1.2372, -0.0445], [0.1702, 0.9068, -0.0212], [-1.7895, -0.8804, 0.0526], [2.2154, 1.6087, 0.1239], [-0.1479, 1.8914, -0.0913], [-1.6542, -1.9232, -0.0268], [-2.4256, -0.1217, -0.0893]],
  "charge": 2,
  "e_homo_ev": [-22.2281, -22.3437],
  "homo_lumo_gap_ev": [6.7, 6.8]
}


Stability, highest: (i)


(i)
{
  "formula": "C2H3Br",
  "method": "the ωB97M-V functional and the def2-TZVPD basis",
  "species": ["C", "C", "Br", "H", "H", "H"],
  "coordinates": [[-1.1401, -0.4980, 0.5585], [-0.2750, -1.0687, -0.0177], [1.7639, 2.0772, -0.2645], [1.0548, 1.0850, -0.8619], [-1.7813, 0.0768, 1.1306], [0.3777, -1.6723, -0.5451]],
  "e_homo_ev": -10.7473,
  "smiles": "C#C.Br",
  "homo_lumo_gap_ev": 11.8
}


(ii)
{
  "formula": "C2H3Br",
  "method": "the ωB97M-V functional and the def2-TZVPD basis",
  "species": ["C", "C", "Br", "H", "H", "H"],
  "coordinates": [[0.5228, 0.5424, 0.0237], [-0.4787, -0.2575, -0.0132], [-2.2951, -0.1245, -0.0439], [1.5954, 0.1450, 0.2288], [0.4067, 1.6154, -0.0338], [0.2489, -1.9208, -0.1615]],
  "e_homo_ev": -9.6747,
  "homo_lumo_gap_ev": 9.6
}


Stability, highest: (i)


(i)
{
  "formula": "C22H26N2O6S",
  "method": "the ωB97M-V functional and the def2-TZVPD basis",
  "species": ["C", "H", "O", "C", "C", "C", "C", "C", "C", "C", "N", "C", "O", "C", "C", "C", "N", "S", "O", "O", "C", "C", "C", "C", "C", "C", "H", "H", "O", "C", "C", "H", "O", "H", "H", "H", "H", "C", "C", "H", "H", "H", "H", "H", "H", "H", "H", "H", "H", "H", "H", "H", "H", "H", "H", "H", "H"],
  "coordinates": [[-4.3460, 0.7906, 3.0307], [-4.3007, 0.3400, 4.0210], [-3.4013, 0.0943, 2.2552], [-3.2999, 0.3902, 0.9206], [-3.9733, 1.4338, 0.3002], [-3.7923, 1.6743, -1.0511], [-2.9466, 0.8761, -1.7956], [-2.2785, -0.1683, -1.1803], [-2.4397, -0.4244, 0.1707], [-1.7096, -1.5658, 0.8288], [-0.3768, -1.7322, 0.2962], [0.0651, -2.8969, -0.2261], [-0.6036, -3.9079, -0.2407], [1.4775, -2.8328, -0.8087], [2.4968, -2.3444, 0.2272], [3.8750, -2.1659, -0.4141], [3.8265, -1.3366, -1.5918], [4.0587, 0.2989, -1.4317], [5.0623, 0.4785, -0.4260], [4.2808, 0.8113, -2.7506], [2.5243, 1.0249, -0.8294], [2.2950, 1.0935, 0.5288], [1.0958, 1.6185, 1.0013], [0.1534, 2.1141, 0.0872], [0.4051, 2.0323, -1.2792], [1.5859, 1.4814, -1.7387], [1.8098, 1.4285, -2.7914], [-0.3399, 2.4197, -1.9542], [-1.0038, 2.7072, 0.4969], [-1.0063, 3.0558, 1.8650], [-0.4634, 1.9041, 2.7070], [-0.4506, 2.1593, 3.7675], [0.8763, 1.6296, 2.3491], [-1.0833, 1.0130, 2.5488], [-2.0415, 3.2840, 2.1201], [-0.3832, 3.9465, 2.0223], [3.0494, 0.7669, 1.2260], [2.9041, -1.7866, -2.6031], [1.4819, -1.9408, -2.0582], [1.0805, -0.9548, -1.8168], [0.8472, -2.3876, -2.8256], [3.2627, -2.7495, -2.9834], [2.9423, -1.0558, -3.4112], [4.2807, -3.1406, -0.7068], [4.5710, -1.6884, 0.2758], [2.1815, -1.3914, 0.6526], [2.5667, -3.0696, 1.0396], [1.7399, -3.8530, -1.1077], [0.1985, -0.9059, 0.2514], [-1.6676, -1.4047, 1.9113], [-2.2329, -2.5107, 0.6459], [-1.6247, -0.8065, -1.7564], [-2.8098, 1.0588, -2.8503], [-4.3203, 2.4926, -1.5166], [-4.6398, 2.0696, 0.8611], [-4.1024, 1.8556, 3.1092], [-5.3567, 0.6769, 2.6280]],
  "e_homo_ev": -8.7834,
  "smiles": "COc1ccccc1CNC(=O)C1CCN(S(=O)(=O)c2ccc3c(c2)OCCO3)CC1",
  "homo_lumo_gap_ev": 9.2
}


(ii)
{
  "formula": "C22H26N2O6S",
  "method": "the ωB97M-V functional and the def2-TZVPD basis",
  "species": ["C", "H", "O", "C", "C", "C", "C", "C", "C", "O", "C", "H", "H", "H", "N", "C", "O", "C", "C", "C", "C", "S", "H", "H", "H", "H", "H", "C", "O", "O", "C", "H", "H", "C", "O", "N", "C", "H", "C", "C", "C", "H", "H", "C", "C", "H", "H", "H", "H", "H", "H", "H", "H", "H", "H", "H", "H"],
  "coordinates": [[-0.0904, -5.2410, 0.6210], [0.3419, -6.1779, 0.9695], [0.9712, -4.3172, 0.6256], [0.7289, -3.0376, 0.2000], [-0.5293, -2.5943, -0.1859], [-0.7267, -1.2815, -0.5984], [0.3305, -0.3819, -0.6149], [1.5870, -0.8029, -0.2129], [1.8091, -2.1404, 0.1757], [3.1025, -2.4142, 0.5324], [3.5984, -3.7364, 0.4993], [3.3539, -4.2308, -0.4428], [4.6803, -3.6347, 0.5874], [3.2178, -4.3316, 1.3303], [2.6965, 0.0374, -0.1882], [2.7231, 1.4015, -0.2538], [1.7421, 2.1098, -0.3553], [4.0757, 1.9775, -0.1890], [4.3597, 3.3159, -0.2370], [5.7370, 3.5929, -0.1598], [6.4897, 2.4654, -0.0544], [5.5333, 1.0425, -0.0474], [7.5558, 2.3791, 0.0197], [6.1519, 4.5844, -0.1820], [3.5887, 4.0592, -0.3261], [3.5629, -0.4531, -0.0026], [0.1694, 0.6370, -0.9245], [-2.0630, -0.8054, -1.0257], [-2.2577, 0.1732, -1.6985], [-3.0510, -1.5883, -0.5503], [-4.3757, -1.2409, -0.9371], [-5.0345, -1.8561, -0.3182], [-4.5279, -1.4952, -1.9916], [-4.7570, 0.2415, -0.8092], [-5.3883, 0.7643, -1.7074], [-4.4391, 0.8903, 0.3249], [-3.8411, 0.3383, 1.5164], [-3.8290, -0.7493, 1.4689], [-2.4208, 0.8918, 1.7391], [-2.2797, 2.2416, 1.0343], [-3.5838, 3.0188, 1.1821], [-3.8646, 3.0634, 2.2374], [-3.4648, 4.0418, 0.8257], [-4.6842, 2.3307, 0.3660], [-6.0822, 2.6271, 0.9055], [-6.1989, 2.2418, 1.9169], [-6.2506, 3.7005, 0.9218], [-6.8278, 2.1654, 0.2638], [-4.6354, 2.6661, -0.6753], [-1.4404, 2.7969, 1.4524], [-2.0804, 2.0830, -0.0268], [-2.2524, 1.0071, 2.8116], [-1.6709, 0.1975, 1.3595], [-4.4800, 0.6252, 2.3602], [-1.3742, -3.2610, -0.1738], [-0.4979, -5.3827, -0.3845], [-0.8915, -4.9378, 1.3019]],
  "e_homo_ev": -8.4601,
  "smiles": "COc1cc(C(=O)OCC(=O)N2CCCC[C@@H]2C)cc(NC(=O)c2cccs2)c1OC",
  "homo_lumo_gap_ev": 8.7
}


Stability, highest: (ii)